19
Properties=species:S:1:pos:R:3 method="wB97M-V/def2-TZVPD" smiles=C[C@@H]1OCC[C@@H]1C orbital_gap_ev=10.56 total_charge=0 de_lowest_kj_mol=48.98
C -0.94 -1.61 -0.62
C -0.60 -0.12 -0.55
C -1.11 0.51 0.74
C -0.34 1.83 0.81
O 0.87 1.64 0.06
C 0.88 0.38 -0.62
C 1.92 -0.54 0.03
H -1.98 -1.78 -0.95
H -0.29 -2.15 -1.32
H -0.85 -2.09 0.36
H -1.12 0.40 -1.37
H -0.92 -0.13 1.61
H -2.19 0.64 0.65
H -0.13 2.12 1.85
H -0.90 2.65 0.35
H 1.16 0.56 -1.67
H 1.61 -0.75 1.05
H 2.01 -1.48 -0.53
H 2.91 -0.07 0.07